Density functional theory data (ωB97M-V/def2-TZVPD) for a structure of composition C3H4Br2N2O3.

Computed properties:
Net charge   0
Gap between HOMO and LUMO   9.46 eV
E   -152379.261 eV
E_HOMO   -10.14 eV
Relative energy (zero: lowest compared OMol25 entry of this formula, charge and spin)   35.2 kcal/mol
Maximum force   4.37 eV/Å

CARTESIAN COORDINATES (ANGSTROEM)
C 0.01 1.50 0.42
C -0.26 -0.75 -1.25
C -1.08 0.29 0.20
N 1.12 1.21 1.18
N 0.44 -1.80 -0.46
O 1.37 -1.36 0.20
O -0.34 2.61 0.06
O 0.11 -2.97 -0.60
Br -1.45 -0.85 1.72
Br -2.52 1.18 -0.63
H -1.05 -1.16 -1.79
H 0.41 -0.14 -1.83
H 1.46 0.26 1.39
H 1.79 1.99 1.40